Below is C16H16FN5 in the gas phase, with properties calculated with ωB97M-V with the def2-TZVPD basis set.

Cartesian coordinates (Å):
F -8.047 -1.285 -0.136
C -6.800 -0.804 0.050
C -6.617 0.561 0.166
C -5.335 1.046 0.351
C -4.252 0.181 0.427
C -4.467 -1.189 0.310
C -5.741 -1.691 0.118
H -5.920 -2.750 0.026
H -3.626 -1.862 0.370
C -2.854 0.699 0.631
N -1.959 0.107 -0.337
C -0.605 0.326 -0.352
C 0.082 0.894 0.724
C 1.455 1.033 0.684
C 2.188 0.624 -0.421
C 1.507 0.059 -1.494
C 0.138 -0.084 -1.465
H -0.377 -0.520 -2.309
H 2.058 -0.265 -2.366
C 3.686 0.738 -0.437
N 4.263 -0.444 0.185
C 5.601 -0.647 0.210
N 6.200 -1.803 0.435
C 7.512 -1.481 0.433
N 7.767 -0.219 0.219
N 6.534 0.327 0.070
H 6.429 1.314 -0.092
H 8.281 -2.208 0.591
H 3.726 -1.294 0.099
H 4.002 1.615 0.138
H 4.043 0.853 -1.472
H 1.967 1.472 1.528
H -0.455 1.232 1.596
H -2.375 -0.081 -1.237
H -2.514 0.413 1.634
H -2.849 1.798 0.573
H -5.178 2.111 0.441
H -7.466 1.224 0.107

For the relative energy (zero: lowest compared OMol25 entry of this formula, charge and spin), the calculation gives 0.0000 eV. As for the charge: 0. Its structure (SMILES) is Fc1ccc(CNc2ccc(CNc3ncn[nH]3)cc2)cc1. The total energy is -27019.858 eV.

Atomic partial charges in e from the Mulliken method, atoms 1 to 5: F -0.320; C 0.365; C -0.577; C -0.430; C 0.152